# 1
Computed, not measured: a single C13H23FN2O7S2 molecule at a distorted geometry, with ωB97M-V/def2-TZVPD.

ORCA input file:
```
! wB97M-V def2-TZVPD RIJCOSX def2/J DEFGRID3
* xyz 0 1
C -2.02 1.95 4.12
C -2.24 0.82 3.29
C -2.39 0.90 1.70
C -0.99 0.86 0.91
C -0.61 2.41 0.79
C 0.93 2.72 0.51
C 1.11 4.00 -0.46
N 2.25 3.94 -1.43
O 0.35 4.98 -0.45
O -0.07 0.40 1.97
S 1.15 -0.58 1.33
O 0.98 -1.87 2.07
O 2.57 -0.19 1.63
O 0.62 -0.47 -0.25
C -0.80 -0.12 -0.36
C -1.51 -1.52 -0.08
C -1.24 -2.65 -1.17
C 0.12 -3.48 -0.98
C 1.10 -3.05 -2.21
C 2.65 -3.15 -1.85
N 3.29 -1.87 -1.42
S -1.35 0.88 -1.82
O -1.72 0.06 -3.02
O -0.31 1.88 -2.28
F -2.78 1.62 -1.33
H -1.08 1.99 4.78
H -2.71 2.85 4.15
H -2.32 -0.19 3.78
H -2.87 1.92 1.48
H -3.15 0.13 1.36
H -1.22 3.01 0.04
H -0.85 2.87 1.82
H 1.40 3.05 1.51
H 1.52 1.88 0.02
H 2.04 3.21 -2.14
H 3.09 3.58 -0.95
H -2.65 -1.32 -0.11
H -1.31 -1.96 0.95
H -1.28 -2.31 -2.25
H -2.10 -3.41 -1.06
H 0.68 -3.26 -0.01
H 0.00 -4.61 -1.08
H 0.82 -3.58 -3.18
H 0.87 -1.93 -2.40
H 2.84 -3.97 -1.08
H 3.19 -3.47 -2.82
H 3.30 -1.90 -0.39
H 2.68 -1.06 -1.64
*
```

Summary:
* E_tot: -2041.27306 hartree

=====

# 2
Computed, not measured: a molecular structure, C13H23IN4O3S2Sb at a distorted geometry, with ωB97M-V/def2-TZVPD.

ORCA input file:
```
! wB97M-V def2-TZVPD RIJCOSX def2/J DEFGRID3
* xyz -1 1
C 0.58 -3.79 0.83
C 1.31 -3.30 -0.41
O 2.41 -3.72 -0.64
N 0.57 -2.40 -1.21
C 0.39 -2.89 -2.55
C -1.03 -2.82 -3.03
O 1.26 -3.33 -3.23
Sb 1.16 -0.34 -1.09
C 1.94 -0.57 0.95
O 0.43 -0.23 -2.99
I 3.68 -0.81 -2.24
C 1.62 1.83 -1.05
N 3.04 2.11 -0.69
C -0.88 0.13 -0.41
C -1.41 -0.71 0.73
C -2.90 -0.47 1.04
S -3.19 0.85 2.26
C -2.63 2.31 1.44
S -3.39 2.96 0.17
N -1.52 2.95 1.99
C -1.27 4.32 2.00
C -0.06 4.48 2.60
N 0.47 3.25 2.97
C -0.43 2.38 2.61
H 0.71 -3.11 1.67
H 1.02 -4.74 1.10
H -0.47 -3.96 0.60
H -1.37 -3.80 -3.35
H -1.69 -2.41 -2.28
H -1.03 -2.13 -3.86
H 2.17 0.43 1.30
H 1.25 -1.06 1.62
H 2.88 -1.11 0.90
H 0.59 0.66 -3.32
H 0.98 2.35 -0.34
H 1.42 2.28 -2.02
H 3.06 2.82 0.04
H 3.51 2.52 -1.48
H -0.91 1.20 -0.21
H -1.52 -0.03 -1.28
H -1.32 -1.76 0.45
H -0.88 -0.51 1.65
H -3.29 -1.36 1.52
H -3.48 -0.28 0.15
H -1.91 5.08 1.59
H 0.45 5.41 2.76
H -0.29 1.32 2.75
*
```

Summary:
* E_tot: -2288.23297 hartree

=====

# 3
Computed, not measured: a molecular structure, C13H23NO4RbS4 at a distorted geometry, with ωB97M-V/def2-TZVPD.

ORCA input file:
```
! wB97M-V def2-TZVPD RIJCOSX def2/J DEFGRID3
* xyz -1 1
Rb 2.21 0.14 0.03
C -1.62 0.87 2.80
C -0.78 2.11 2.60
S -0.59 2.68 0.89
C -2.23 3.44 0.57
C -2.29 3.91 -0.87
S -2.08 2.58 -2.10
C -3.62 1.61 -1.82
C -3.41 0.15 -2.19
S -2.23 -0.73 -1.12
C -3.25 -0.85 0.40
C -2.45 -1.47 1.53
S -0.90 -0.60 1.99
H -1.65 0.66 3.88
H -2.64 0.99 2.43
H -1.17 2.94 3.19
H 0.25 1.88 2.89
H -3.01 2.71 0.78
H -2.36 4.29 1.24
H -3.24 4.42 -1.09
H -1.47 4.59 -1.08
H -3.90 1.72 -0.78
H -4.41 2.05 -2.44
H -4.36 -0.38 -2.16
H -2.98 0.08 -3.19
H -3.59 0.15 0.66
H -4.12 -1.47 0.17
H -3.07 -1.57 2.42
H -2.09 -2.45 1.22
C 3.97 -3.41 -2.54
C 4.34 -2.44 -1.42
C 5.84 -2.41 -1.16
O 3.64 -2.79 -0.22
C 3.79 -1.00 -1.76
O 2.66 -0.95 -2.27
O 4.49 -0.04 -1.41
H 4.12 -4.45 -2.22
H 4.59 -3.21 -3.41
H 2.93 -3.25 -2.80
H 6.22 -3.42 -0.96
H 6.04 -1.77 -0.30
H 6.35 -2.00 -2.02
H 3.96 -3.66 0.05
O 0.97 -0.06 4.97
C 1.38 0.10 3.86
N 1.74 0.31 2.76
*
```

Summary:
* ΔE to the lowest compared entry with this formula, charge and spin: 16.9 kcal per mole
* E_tot: -2481.83090 hartree

=====

Kohn-Sham gap / eV: 7.340; 5.924; 7.184